1.
Entry from the OMol25 dataset: a 2-piece molecular cluster, C3H10S3 overall in a non-equilibrium geometry (ωB97M-V/def2-TZVPD).

ORCA input file:
```
! RIJCOSX wB97M-V def2-TZVPD def2/J DEFGRID3
* xyz 0 1
C 3.346 2.625 0.726
S 1.851 2.065 -0.181
S 2.110 0.010 0.139
H 3.179 3.614 1.156
H 3.688 1.953 1.508
H 4.170 2.732 0.017
H 0.799 -0.220 0.290
C -2.673 -0.973 0.803
S -1.553 -0.333 -0.501
C -1.565 -1.854 -1.590
H -3.616 -1.224 0.325
H -2.352 -1.953 1.176
H -2.588 -0.225 1.577
H -2.081 -1.433 -2.450
H -2.168 -2.645 -1.162
H -0.547 -2.141 -1.833
*
```

Its orbital gap is 8.70 eV. Its SMILES is CSC.CSS. The value obtained for the energy above the lowest of the compared OMol25 structures with the same formula, charge and spin is 15.2 kcal/mol.

Okay, here come the Mulliken numbers, in e, for every atom: atom 1 (C): -0.83, atom 2 (S): -0.03, atom 3 (S): -0.18, atom 4 (H): 0.29, atom 5 (H): 0.30, atom 6 (H): 0.30, atom 7 (H): 0.10, atom 8 (C): -0.85, atom 9 (S): -0.09, atom 10 (C): -0.75, atom 11 (H): 0.32, atom 12 (H): 0.28, atom 13 (H): 0.30, atom 14 (H): 0.25, atom 15 (H): 0.30, atom 16 (H): 0.27


2.
Entry from the OMol25 dataset: a 2-piece molecular cluster, C3H10S3 overall in a non-equilibrium geometry (ωB97M-V/def2-TZVPD).

ORCA input file:
```
! RIJCOSX wB97M-V def2-TZVPD def2/J DEFGRID3
* xyz 0 1
C -3.018 0.124 1.756
S -1.882 -1.067 2.473
S -0.083 -0.046 2.377
H -3.306 0.952 2.405
H -2.548 0.541 0.869
H -3.956 -0.391 1.544
H 0.265 -0.565 1.192
C 0.937 -0.156 -2.039
C 1.632 0.563 -0.918
S 2.802 -0.520 0.027
H 0.258 -0.917 -1.668
H 0.452 0.530 -2.744
H 1.629 -0.664 -2.683
H 0.974 1.084 -0.231
H 2.337 1.307 -1.280
H 3.508 -0.775 -1.079
*
```

Its orbital gap is 9.66 eV. Its SMILES is CCS.CSS. The value obtained for the energy above the lowest of the compared OMol25 structures with the same formula, charge and spin is 5.2 kcal/mol.

Okay, here come the Mulliken numbers, in e, for every atom: atom 1 (C): -0.71, atom 2 (S): -0.08, atom 3 (S): -0.17, atom 4 (H): 0.29, atom 5 (H): 0.25, atom 6 (H): 0.27, atom 7 (H): 0.11, atom 8 (C): -0.91, atom 9 (C): -0.59, atom 10 (S): -0.17, atom 11 (H): 0.26, atom 12 (H): 0.30, atom 13 (H): 0.36, atom 14 (H): 0.36, atom 15 (H): 0.33, atom 16 (H): 0.11


3.
Entry from the OMol25 dataset: a 2-piece molecular cluster, C3H10S3 overall in a non-equilibrium geometry (ωB97M-V/def2-TZVPD).

ORCA input file:
```
! RIJCOSX wB97M-V def2-TZVPD def2/J DEFGRID3
* xyz 0 1
C -1.377 2.379 0.116
S -0.007 2.684 -1.032
S 1.490 1.429 -0.170
H -2.093 3.163 -0.136
H -1.752 1.385 -0.106
H -1.208 2.479 1.190
H 2.323 1.869 -1.127
C -0.824 -1.482 0.910
S -0.431 -2.162 -0.759
C 1.379 -1.967 -0.674
H -0.062 -1.874 1.578
H -0.798 -0.404 0.830
H -1.806 -1.819 1.225
H 1.882 -2.873 -0.336
H 1.508 -1.222 0.100
H 1.776 -1.585 -1.609
*
```

Its orbital gap is 8.53 eV. Its SMILES is CSC.CSS. The value obtained for the energy above the lowest of the compared OMol25 structures with the same formula, charge and spin is 15.1 kcal/mol.

Okay, here come the Mulliken numbers, in e, for every atom: atom 1 (C): -0.82, atom 2 (S): -0.03, atom 3 (S): -0.20, atom 4 (H): 0.31, atom 5 (H): 0.27, atom 6 (H): 0.32, atom 7 (H): 0.16, atom 8 (C): -0.63, atom 9 (S): -0.07, atom 10 (C): -0.59, atom 11 (H): 0.36, atom 12 (H): -0.03, atom 13 (H): 0.31, atom 14 (H): 0.32, atom 15 (H): 0.02, atom 16 (H): 0.31


4.
Entry from the OMol25 dataset: C3H11AsN3NaS5 as an isolated structure (ωB97M-V/def2-TZVPD).

ORCA input file:
```
! RIJCOSX wB97M-V def2-TZVPD def2/J DEFGRID3
* xyz -2 1
Na -0.366 2.381 -0.274
S -1.751 2.627 2.041
As -2.878 1.551 0.490
S -2.754 2.783 -1.331
S -1.624 -0.212 0.012
S -4.868 1.038 1.048
N -1.014 0.552 -3.647
H -1.655 -0.160 -3.306
H -1.519 1.411 -3.426
H -0.281 0.537 -2.941
C 0.702 -2.596 -0.257
N 1.729 -1.584 -0.437
C 2.023 -0.565 0.396
S 3.348 0.449 0.005
N 1.225 -0.435 1.466
C 1.436 0.561 2.509
H 1.004 -3.479 -0.823
H -0.283 -2.269 -0.589
H 0.636 -2.867 0.797
H 2.206 -1.527 -1.320
H 0.225 -0.616 1.267
H 2.328 1.139 2.282
H 1.568 0.066 3.475
H 0.563 1.216 2.563
*
```

Its orbital gap is 4.80 eV.

Okay, here come the Mulliken numbers, in e, for every atom: atom 1 (Na): 0.49, atom 2 (S): -0.69, atom 3 (As): 0.36, atom 4 (S): -0.69, atom 5 (S): -0.58, atom 6 (S): -0.69, atom 7 (N): -0.84, atom 8 (H): 0.28, atom 9 (H): 0.29, atom 10 (H): 0.27, atom 11 (C): -0.89, atom 12 (N): -0.13, atom 13 (C): 0.41, atom 14 (S): -0.54, atom 15 (N): -0.09, atom 16 (C): -0.77, atom 17 (H): 0.34, atom 18 (H): 0.21, atom 19 (H): 0.32, atom 20 (H): 0.20, atom 21 (H): -0.03, atom 22 (H): 0.34, atom 23 (H): 0.26, atom 24 (H): 0.16


5.
Entry from the OMol25 dataset: C3H11Cl3InP2S as an isolated structure in a non-equilibrium geometry (ωB97M-V/def2-TZVPD).

ORCA input file:
```
! RIJCOSX wB97M-V def2-TZVPD def2/J DEFGRID3
* xyz -1 1
C -1.433 3.369 -0.676
P -1.807 1.531 -0.655
C -1.401 0.813 -2.362
In -0.269 0.262 0.922
P 2.186 1.017 0.583
S 2.285 2.667 -0.528
H -2.251 3.902 -0.192
H -1.387 3.700 -1.715
H -0.507 3.657 -0.186
H -2.273 0.240 -2.663
H -1.123 1.574 -3.089
H -0.572 0.108 -2.309
H -0.748 0.353 2.640
H -0.402 -1.468 0.420
H 2.890 0.003 -0.125
H 2.774 1.215 1.866
C 0.860 -4.659 1.684
Cl -0.777 -4.392 2.292
Cl 0.818 -5.372 0.066
Cl 1.784 -3.158 1.683
H 1.353 -5.359 2.345
*
```

Its orbital gap is 6.15 eV.

Okay, here come the Mulliken numbers, in e, for every atom: atom 1 (C): -0.90, atom 2 (P): 0.03, atom 3 (C): -0.96, atom 4 (In): 0.33, atom 5 (P): -0.06, atom 6 (S): -0.54, atom 7 (H): 0.30, atom 8 (H): 0.25, atom 9 (H): 0.24, atom 10 (H): 0.28, atom 11 (H): 0.29, atom 12 (H): 0.26, atom 13 (H): -0.30, atom 14 (H): -0.27, atom 15 (H): 0.02, atom 16 (H): 0.04, atom 17 (C): -0.03, atom 18 (Cl): -0.11, atom 19 (Cl): -0.14, atom 20 (Cl): -0.06, atom 21 (H): 0.33


6.
Entry from the OMol25 dataset: a 2-piece molecular cluster, C3H11FN3OP overall in a non-equilibrium geometry (ωB97M-V/def2-TZVPD).

ORCA input file:
```
! RIJCOSX wB97M-V def2-TZVPD def2/J DEFGRID3
* xyz 0 1
C 0.342 1.811 -0.191
N -0.331 0.665 0.447
C -1.538 0.318 0.065
N -1.994 0.531 -1.224
N -2.343 -0.274 0.972
P 0.690 -0.864 1.085
C 2.067 -0.724 -0.013
O -0.184 -2.085 0.389
H 1.415 1.677 -0.164
H 0.097 2.697 0.392
H 0.013 1.967 -1.211
H -1.692 -0.168 -1.893
H -3.004 0.604 -1.251
H -2.339 0.070 1.915
H -2.801 -1.148 0.771
H 2.320 -1.742 -0.314
H 1.911 -0.106 -0.895
H 3.019 -0.366 0.600
H 0.027 -2.172 -0.550
F 4.323 -0.692 1.069
*
```

Its orbital gap is 6.78 eV.

Okay, here come the Mulliken numbers, in e, for every atom: atom 1 (C): -0.91, atom 2 (N): 0.06, atom 3 (C): 0.35, atom 4 (N): -0.46, atom 5 (N): -0.36, atom 6 (P): 0.20, atom 7 (C): -1.14, atom 8 (O): -0.49, atom 9 (H): 0.33, atom 10 (H): 0.29, atom 11 (H): 0.38, atom 12 (H): 0.23, atom 13 (H): 0.29, atom 14 (H): 0.25, atom 15 (H): 0.20, atom 16 (H): 0.34, atom 17 (H): 0.44, atom 18 (H): 0.49, atom 19 (H): 0.32, atom 20 (F): -0.81